The following is a DFT calculation (wB97M-V/def2-TZVPD) of a molecular structure, C28H44N8OReSSi2.

Summary:
Largest force on an atom = 0.2 eV Å⁻¹
ΔE to the lowest compared entry with this formula, charge and spin = 78.20 kJ/mol
E_LUMO (alpha / beta) = -6.36 / -6.43 eV
Gap between HOMO and LUMO (alpha / beta) = 5.9059 / 5.3281 eV
Expectation value of S² = 0.76

```
! RIJCOSX wB97M-V def2-TZVPD def2/J DEFGRID3
* xyz 2 2
N -0.130 -0.362 -2.036
H -0.813 0.352 -1.785
H 2.543 -1.476 2.935
C 0.999 4.357 -1.556
C -1.281 4.748 -2.160
H -3.781 1.506 -0.627
H -1.501 2.340 2.569
H -1.725 -1.233 -4.951
H 0.355 5.995 -2.784
N 1.535 -2.589 0.453
H -1.676 -1.707 -2.501
H -2.796 0.871 -1.908
H -3.025 1.532 2.167
C -1.320 -3.149 -0.477
S -2.508 -4.357 -0.283
H 2.036 4.669 -1.608
H 2.270 -2.301 4.432
C 1.173 -3.663 1.429
H -3.270 -0.171 -0.557
C 1.939 -3.545 2.734
C 3.934 -0.415 -0.906
C -2.939 0.838 -0.821
H 1.542 -4.313 3.403
N -0.182 0.211 -4.888
C -2.465 -2.254 1.192
Re 0.149 -0.614 0.358
H 0.102 -3.604 1.615
H 3.756 2.559 -1.530
C 0.484 -1.545 3.510
H 0.321 -1.145 4.512
N -1.371 -2.114 0.320
H 1.102 0.219 2.689
C 4.791 -1.029 1.336
N 2.846 0.230 1.136
H -2.701 3.364 -1.389
C 3.679 2.887 -0.492
N 3.976 -0.491 -2.050
C 1.900 3.100 2.011
H -2.632 3.080 1.454
H -0.543 -3.270 -1.214
C -0.718 2.829 -0.752
H 4.471 2.405 0.086
H -4.861 -4.656 1.629
C -2.203 2.121 1.758
O 1.910 0.784 0.261
N 5.534 -1.625 1.975
C 0.978 0.324 -2.721
N 0.327 -0.425 2.533
C 3.823 -0.338 0.529
H 1.726 -0.414 -3.019
H -0.491 0.110 2.812
H 0.501 -0.449 -5.267
C -0.805 -1.263 -2.980
Si -1.393 1.320 0.232
C 0.053 5.117 -2.228
C 1.871 -2.182 3.424
H -0.314 -2.264 3.320
C 0.509 1.132 -3.914
H 1.510 -2.996 -0.477
H 1.456 1.010 -2.030
C -2.859 -1.355 2.183
H -4.274 -0.963 3.725
H 2.522 -2.387 0.598
H 2.134 4.166 2.063
C -4.307 -3.741 1.788
H -2.037 5.341 -2.660
C -1.649 3.622 -1.433
H 1.373 -4.644 0.994
C -4.676 -2.844 2.766
H 1.339 1.608 -4.432
H -2.332 -0.425 2.314
Si 2.005 2.564 0.244
H 2.989 -3.804 2.572
H -0.542 0.742 -5.683
C 0.636 3.218 -0.822
C -3.195 -3.430 1.005
H 2.608 2.574 2.654
H -0.121 -2.071 -3.258
H 3.905 3.955 -0.462
C -3.956 -1.657 2.958
H -0.216 1.894 -3.619
H -5.534 -3.057 3.389
H 0.890 2.977 2.409
C -1.305 -0.540 -4.225
H -2.059 0.204 -3.969
*
```

Löwdin population analysis, charges in e, atoms 1 to 6:
1 N -0.131
2 H 0.014
3 H 0.075
4 C -0.092
5 C -0.059
6 H 0.039